#A
DFT (ωB97M-V with the def2-TZVPD basis set) results for an isolated molecule of C3H10N4.

The geometry in XYZ format:
```
17
Properties=species:S:1:pos:R:3:mulliken_charge:R:1
C 0.216 -2.047 0.223 -1.38
C 0.635 -0.599 0.215 0.72
C 2.018 -0.309 -0.309 -1.33
N -0.373 0.144 -0.991 -0.39
N -0.707 1.167 -0.218 0.20
N -1.937 1.437 -0.111 -0.49
N -2.177 2.516 0.726 -0.45
H -0.818 -2.134 0.558 0.35
H 0.856 -2.604 0.914 0.39
H 0.319 -2.485 -0.773 0.34
H 0.530 -0.187 1.224 0.20
H 2.160 0.767 -0.382 0.36
H 2.160 -0.751 -1.291 0.30
H 2.760 -0.714 0.381 0.37
H -1.195 -0.350 -1.363 0.29
H -1.408 3.185 0.762 0.26
H -3.039 2.964 0.437 0.25
```

SMILES string: CC(C)N/N=N/N
Molecular weight, g mol⁻¹: 102.14
HOMO-LUMO gap, eV: 9.45

#B
DFT (ωB97M-V with the def2-TZVPD basis set) results for a cluster of 2 separate species, C3H10N4 in total.

The geometry in XYZ format:
```
17
Properties=species:S:1:pos:R:3:mulliken_charge:R:1
C -2.338 -0.062 -0.136 -0.79
N -1.343 -0.031 0.940 -0.14
N -0.774 1.051 1.245 -0.21
N -0.773 2.006 0.290 -0.34
H -3.095 0.719 -0.014 0.36
H -2.848 -1.028 -0.104 0.29
H -1.863 0.021 -1.119 0.33
H -0.208 2.804 0.565 0.29
H -0.504 1.643 -0.622 0.22
C 0.634 -1.604 -0.248 -0.32
N 1.346 -0.707 -0.863 -0.38
C 2.513 -0.260 -0.111 -0.74
H -0.104 -2.186 -0.824 0.34
H 0.860 -1.973 0.768 0.23
H 2.447 -0.451 0.968 0.33
H 2.636 0.818 -0.250 0.24
H 3.414 -0.759 -0.486 0.29
```

SMILES string: C/N=N\N.C=NC
Molecular weight, g mol⁻¹: 102.14
HOMO-LUMO gap, eV: 9.85

#C
DFT (ωB97M-V with the def2-TZVPD basis set) results for an isolated molecule of C3H10N4.

The geometry in XYZ format:
```
17
Properties=species:S:1:pos:R:3:mulliken_charge:R:1
H -1.632 -1.685 -0.494 0.23
N -0.755 -1.323 -0.868 -0.62
C -0.391 -0.224 -0.335 0.27
N -1.077 0.929 -0.191 -0.21
C -2.239 0.998 0.686 -0.76
C 1.282 0.133 -0.159 -0.22
N 1.651 -0.454 1.106 -0.73
N 2.013 -0.596 -1.174 -0.78
H -0.172 1.516 0.004 0.36
H -1.928 1.397 1.655 0.27
H -2.977 1.680 0.253 0.25
H -2.743 0.040 0.840 0.33
H 1.603 1.183 -0.176 0.52
H 2.664 -0.556 1.096 0.29
H 1.302 -1.411 1.118 0.25
H 1.863 -0.134 -2.070 0.26
H 1.536 -1.494 -1.291 0.30
```

SMILES string: [H]/N=C(\NC)C(N)N
Molecular weight, g mol⁻¹: 102.14
HOMO-LUMO gap, eV: 9.87

Computed relative energies in units of hartree: #A 0.0449; #B 0.0498; #C 0.0000

#A
DFT (ωB97M-V with the def2-TZVPD basis set) results for a cluster of 2 separate species, C3H10N4 in total.

The geometry in XYZ format:
```
17
Properties=species:S:1:pos:R:3:mulliken_charge:R:1
C 1.803 -1.259 0.401 -0.38
C -1.433 1.617 0.176 -1.33
N 0.838 0.882 0.843 -0.63
C -0.384 0.543 0.433 0.74
N -1.598 -1.085 -0.764 -0.66
N 2.215 -0.971 -0.827 -0.31
N -0.616 -0.731 0.195 -0.24
H 0.832 1.736 1.400 0.15
H -2.200 -0.313 -1.047 0.21
H -2.184 -1.811 -0.366 0.23
H 2.638 -0.062 -0.956 0.27
H 1.626 -1.270 -1.591 0.26
H 2.352 -0.859 1.231 0.34
H 1.191 -2.129 0.544 0.33
H -1.259 2.471 0.831 0.37
H -2.450 1.255 0.350 0.36
H -1.371 1.984 -0.853 0.27
```

Molecular weight, g mol⁻¹: 102.14
HOMO-LUMO gap (spin up / spin down), eV: 7.26 / 7.26

#B
DFT (ωB97M-V with the def2-TZVPD basis set) results for an isolated molecule of C3H10N4.

The geometry in XYZ format:
```
17
Properties=species:S:1:pos:R:3:mulliken_charge:R:1
C -2.177 1.034 -0.434 -0.92
N -1.235 0.262 0.354 -0.39
C 0.229 0.315 0.090 0.32
N 0.749 1.572 -0.005 -0.54
C 0.887 -0.848 0.236 0.34
N 0.436 -2.126 0.249 -0.59
N 2.369 -0.595 0.023 -0.70
H -2.038 2.108 -0.272 0.23
H -3.202 0.792 -0.134 0.36
H -2.079 0.813 -1.504 0.29
H -1.555 -0.705 0.391 0.23
H 1.712 1.601 0.319 0.23
H 0.127 2.244 0.428 0.22
H 1.056 -2.735 0.771 0.23
H -0.549 -2.192 0.494 0.19
H 2.789 -1.499 -0.181 0.27
H 2.479 -0.039 -0.825 0.24
```

SMILES string: CNC(N)=C(N)N
Molecular weight, g mol⁻¹: 102.14
HOMO-LUMO gap, eV: 7.27

Computed relative energies in units of hartree: #A 0.0771; #B 0.0000

#A
DFT (ωB97M-V with the def2-TZVPD basis set) results for a cluster of 40 separate species, H80O40 in total.

The geometry in XYZ format:
```
120
Properties=species:S:1:pos:R:3:mulliken_charge:R:1
H -5.843 -0.548 2.877 0.32
H -5.771 -1.625 1.712 0.31
O -6.244 -0.850 2.059 -0.62
H 4.586 0.929 -3.257 0.30
H 3.318 0.366 -2.559 0.28
O 4.103 0.129 -3.056 -0.65
H 1.150 -3.959 3.027 0.32
H 2.329 -2.949 2.914 0.46
O 2.102 -3.881 3.109 -0.75
H -3.781 -1.691 1.063 0.26
H -4.028 -0.237 1.056 -0.10
O -3.327 -0.853 1.256 -0.10
H -0.516 4.273 5.127 0.28
H 0.442 4.895 3.982 0.32
O -0.410 4.911 4.423 -0.58
H 7.086 -0.400 -0.199 0.29
O 6.424 0.103 0.290 -0.58
H -1.836 5.386 -1.070 0.33
O -2.307 5.780 -1.813 -0.61
H 1.361 1.716 3.653 0.25
H 0.360 0.983 2.965 0.09
O 0.467 1.391 3.854 -0.31
H -1.435 -1.146 0.408 -0.22
H -1.218 -2.589 0.060 -0.10
O -0.794 -1.715 -0.045 0.47
H -3.670 0.802 -1.080 0.14
H -3.645 2.311 -1.505 0.11
O -3.105 1.602 -1.164 -0.30
H 4.578 3.840 -2.456 0.27
H 3.495 2.827 -2.082 0.27
O 4.427 3.030 -1.968 -0.62
H -0.754 -2.044 -3.324 0.33
O -1.289 -1.408 -3.825 -0.52
H 4.511 -1.778 2.152 0.03
H 3.946 -2.977 1.526 0.22
O 3.673 -2.087 1.791 -0.28
H 1.455 1.585 -5.064 0.25
H 1.404 1.888 -6.560 0.30
O 1.725 2.232 -5.723 -0.59
H -1.272 2.160 0.100 0.11
H -2.038 0.878 0.285 0.20
O -1.528 1.541 0.782 -0.40
H -3.151 -6.107 1.045 0.35
H -2.195 -5.738 -0.053 0.34
O -2.347 -6.407 0.615 -0.66
H 3.462 2.592 3.542 0.26
H 2.295 2.980 4.336 0.37
O 2.681 3.152 3.463 -0.63
H 2.034 -2.621 0.312 0.30
H 1.091 -1.691 -0.410 0.21
O 2.048 -1.872 -0.308 -0.38
H 3.691 1.778 5.785 0.31
O 2.798 2.120 5.930 -0.68
H -2.197 -0.649 -2.488 0.04
H -3.683 -1.037 -2.389 0.12
O -2.914 -0.787 -1.856 0.01
H 1.865 4.645 -2.284 0.31
O 2.129 4.777 -1.366 -0.61
H 2.641 -4.245 0.297 -0.06
H 2.016 -4.535 1.718 0.49
O 1.824 -4.551 0.709 -0.57
H -2.362 2.834 -5.113 0.30
H -2.775 3.949 -4.285 0.29
O -3.162 3.162 -4.688 -0.63
H -4.755 1.377 0.836 0.24
H -5.823 2.164 1.186 0.31
O -5.301 2.028 0.375 -0.52
H -1.513 5.031 2.371 0.30
H -2.838 4.741 2.540 0.30
O -2.344 5.515 2.222 -0.61
H -0.609 -3.981 2.226 0.09
H -1.277 -4.614 1.017 0.26
O -1.257 -3.809 1.548 -0.58
H 5.548 1.402 2.937 0.27
H 5.568 -0.019 2.894 0.26
O 4.909 0.686 2.819 -0.50
H 3.122 -2.780 -3.335 0.31
H 2.468 -3.530 -4.448 0.29
O 2.289 -2.842 -3.798 -0.67
H -5.691 -2.194 -0.654 0.22
H -5.290 -3.354 0.299 0.24
O -5.170 -2.416 0.127 -0.62
H 2.313 -0.006 -0.339 0.14
H 3.253 1.505 -0.322 0.08
O 2.497 0.932 -0.263 -0.13
H -2.594 -4.100 -1.142 0.16
H -3.082 -2.925 -1.931 0.37
O -3.266 -3.860 -1.775 -0.62
H -0.290 1.888 -3.798 0.14
O -1.180 1.678 -4.071 -0.38
H 4.436 -5.085 0.932 0.35
H 3.919 -5.058 -0.542 0.30
O 4.531 -4.661 0.074 -0.65
H 2.357 1.257 5.914 0.33
H 5.724 -0.563 0.326 0.29
H 2.832 5.418 -1.310 0.28
H -3.092 5.246 -1.911 0.30
H -0.774 -1.031 -4.542 0.25
H -1.736 1.039 -3.630 0.32
O 0.150 4.722 -3.505 -0.55
H -0.132 5.595 -3.219 0.30
H -0.660 4.215 -3.579 0.20
O 1.090 1.898 -2.057 0.00
H 0.336 1.489 -1.621 0.04
H 1.291 2.637 -1.478 0.17
O -5.347 -1.671 -3.303 -0.66
H -5.017 -1.007 -3.923 0.30
H -5.016 -2.454 -3.751 0.33
O 0.162 -3.693 -2.548 -0.64
H 0.913 -3.308 -3.024 0.35
H 0.399 -4.609 -2.383 0.25
O 0.990 -1.592 4.865 -0.61
H 0.642 -0.924 4.248 0.29
H 0.140 -1.945 5.160 0.29
O -2.590 0.599 5.531 -0.67
H -1.701 0.937 5.323 0.33
H -2.769 0.381 4.601 0.31
O 1.716 -0.351 2.117 0.42
H 2.569 0.035 1.966 -0.12
H 1.034 -0.600 1.513 -0.05
```

Molecular weight, g mol⁻¹: 720.60
HOMO-LUMO gap, eV: 9.45

#B
DFT (ωB97M-V with the def2-TZVPD basis set) results for a cluster of 40 separate species, H80O40 in total.

The geometry in XYZ format:
```
120
Properties=species:S:1:pos:R:3:mulliken_charge:R:1
H 1.162 2.139 -0.558 -0.37
H 1.907 3.453 -0.513 0.27
O 1.867 2.602 -0.943 0.18
H -2.961 3.558 1.257 0.28
H -3.926 3.143 0.257 0.36
O -3.893 3.748 0.997 -0.76
H 1.806 -3.346 -3.886 0.31
H 0.699 -2.295 -3.899 0.27
O 1.615 -2.401 -3.874 -0.58
H 0.374 3.849 2.091 0.21
H 1.714 4.231 1.809 0.35
O 0.790 4.698 1.797 -0.71
H 3.325 -5.822 2.091 0.29
H 2.239 -5.336 0.999 0.32
O 2.559 -5.983 1.603 -0.63
H 3.907 2.669 1.934 0.36
O 3.793 3.610 1.959 -0.57
H 1.612 -4.817 3.532 0.21
O 1.193 -4.012 3.268 -0.51
H -5.386 -1.226 0.256 0.21
H -6.499 -1.297 -0.828 0.26
O -6.072 -1.705 -0.076 -0.54
H 4.353 0.420 -0.082 0.12
H 2.988 0.282 0.450 0.00
O 3.547 0.150 -0.380 0.28
H -3.732 2.477 3.128 0.22
H -5.098 2.823 2.581 0.32
O -4.474 2.062 2.662 -0.53
H -0.909 2.679 -3.303 0.29
H 0.303 3.402 -2.322 0.29
O -0.548 3.257 -2.570 -0.40
H -6.012 -0.546 -3.170 0.30
O -5.417 -1.282 -3.311 -0.64
H -2.544 -5.770 -3.135 0.30
H -1.432 -5.403 -4.204 0.30
O -2.275 -5.235 -3.868 -0.66
H 5.304 -1.718 0.345 0.21
H 6.175 -3.008 0.543 0.35
O 6.019 -2.166 0.929 -0.65
H -2.154 0.410 -0.447 -0.12
H -1.937 0.901 0.929 -0.03
O -2.359 1.171 0.140 0.25
H -1.125 -4.784 -0.327 0.21
H -0.181 -5.930 -0.061 0.29
O -0.353 -4.990 0.228 -0.52
H 1.918 1.501 5.509 0.25
H 0.757 0.627 5.951 0.31
O 1.224 0.924 5.116 -0.56
H 4.969 3.085 -0.484 0.27
H 6.369 2.257 -0.056 0.25
O 5.491 2.318 -0.295 -0.53
H -2.106 -1.847 -3.191 0.35
O -1.558 -2.464 -3.791 -0.67
H 0.533 0.796 -5.636 0.29
H 1.871 0.960 -4.953 0.34
O 1.075 1.497 -5.247 -0.63
H 1.509 -1.213 5.213 0.30
O 1.107 -2.015 4.886 -0.72
H -5.906 0.298 2.386 0.30
H -5.797 0.973 0.890 0.31
O -6.307 0.392 1.492 -0.64
H -1.298 -1.877 -0.654 0.03
H 0.179 -1.608 -0.590 -0.09
O -0.645 -1.344 -0.154 0.52
H 1.155 6.012 -3.044 0.28
H 0.299 5.438 -1.912 0.25
O 1.164 5.559 -2.213 -0.52
H -0.948 2.041 4.520 0.28
H -0.380 3.327 4.892 0.34
O -0.832 2.591 5.306 -0.65
H 2.335 0.430 2.928 0.14
H 2.017 1.888 3.130 0.22
O 2.613 1.269 2.652 -0.33
H -0.162 1.144 -3.142 0.23
H -0.373 1.281 -1.708 0.30
O -0.889 0.933 -2.446 -0.62
H 6.080 0.551 -1.349 0.34
H 6.501 -0.935 -0.680 0.34
O 6.270 -0.072 -0.707 -0.64
H 4.095 1.672 -2.485 0.37
H 3.367 0.368 -2.482 0.12
O 4.035 0.795 -2.969 -0.73
H 2.479 3.988 -3.909 0.34
H 2.714 4.144 -2.405 0.25
O 3.240 4.033 -3.248 -0.67
H 2.141 -2.729 -0.910 0.15
H 0.984 -2.916 -2.060 0.10
O 1.444 -2.388 -1.444 -0.19
H -2.910 4.436 -2.435 0.26
O -3.819 4.096 -2.123 -0.54
H -4.019 -1.752 -2.506 0.37
H -2.928 -0.789 -2.102 0.61
O -3.275 -1.701 -1.861 -0.71
H -1.872 -3.342 -3.680 0.29
H 4.293 4.070 2.590 0.22
H 1.489 -2.547 4.225 0.30
H 0.335 -4.410 3.113 0.25
H -6.010 -1.960 -2.909 0.29
H -4.198 4.937 -1.950 0.26
O -3.872 1.174 -1.985 -0.51
H -2.918 1.158 -2.121 0.01
H -4.312 1.968 -2.205 0.21
O -2.289 -1.836 4.801 -0.63
H -2.467 -0.901 4.873 0.28
H -1.541 -1.988 4.068 0.33
O -1.449 -0.963 2.293 -0.26
H -2.266 -0.675 1.943 -0.07
H -0.987 -1.562 1.716 0.15
O 1.090 -1.059 2.538 -0.18
H 0.933 -1.141 3.482 0.21
H 0.800 -1.857 2.133 -0.01
O -3.833 -3.062 1.798 -0.55
H -3.922 -2.476 1.095 0.26
H -4.706 -3.390 2.039 0.28
O 4.242 -3.356 -1.763 -0.71
H 4.561 -2.737 -1.156 0.27
H 3.696 -2.871 -2.437 0.36
O -0.098 1.834 1.360 0.03
H -0.348 1.372 0.538 -0.03
H -0.091 0.986 1.897 0.21
```

Molecular weight, g mol⁻¹: 720.60
HOMO-LUMO gap, eV: 9.54

Computed relative energies in units of hartree: #A 0.0000; #B 0.1112